No. 1
Computed, not measured: a cluster of 11 separate species, C41H88O17S3 in total, with ωB97M-V/def2-TZVPD.

Positions of all 149 atoms, in Å:
C -3.5556 -2.9994 -2.4815
C -3.1769 -2.6240 -3.8813
O -2.4067 -3.7106 -4.4315
S -1.9211 -3.5912 -5.9385
C -0.8015 -2.2255 -5.8767
O -1.1999 -4.7879 -6.1769
O -3.0316 -3.2131 -6.7431
H -4.1502 -2.1943 -2.0380
H -2.6557 -3.0598 -1.8729
H -4.1534 -3.9038 -2.3912
H -4.0620 -2.4371 -4.4934
H -2.5854 -1.7051 -3.8740
H -0.2482 -2.2313 -6.8126
H -0.1420 -2.3645 -5.0235
H -1.3825 -1.3104 -5.8126
C 1.1221 -5.0580 2.5689
C 2.3118 -4.5213 1.8209
O 3.3784 -4.2778 2.7555
S 4.3444 -3.0686 2.4474
C 5.0503 -3.5493 0.9059
O 3.5695 -1.8904 2.2263
O 5.3211 -3.0895 3.4771
H 0.9412 -4.4173 3.4368
H 1.3315 -6.0479 2.9755
H 0.2132 -5.0701 1.9714
H 2.6471 -5.2448 1.0703
H 2.0597 -3.6085 1.2739
H 4.2503 -3.5460 0.1713
H 5.5642 -4.5020 0.9861
H 5.7625 -2.7683 0.6421
C 1.3195 1.6225 0.6775
C -0.0448 1.1197 0.3012
O -0.1246 -0.2925 0.5950
S -1.3497 -1.0551 -0.0711
C -0.8072 -2.6510 0.3828
O -2.5214 -0.6677 0.6435
O -1.2403 -0.9832 -1.4971
H 1.5415 2.5762 0.2005
H 2.1103 0.9035 0.4461
H 1.4052 1.7456 1.7627
H -0.7905 1.7058 0.8406
H -0.2056 1.2306 -0.7765
H 0.1736 -2.8111 -0.0552
H -1.5333 -3.4020 0.0921
H -0.6735 -2.6237 1.4641
C 1.6064 1.8388 5.2801
C 1.4344 0.5204 4.5171
C -0.0672 0.5255 4.2527
O -0.4345 1.9193 4.0700
C 0.5571 2.7513 4.6489
H 2.6024 2.2749 5.1878
H 1.4353 1.6959 6.3476
H 1.6758 -0.3246 5.1602
H 2.0137 0.5005 3.5957
H -0.6228 0.1897 5.1300
H -0.3649 0.0456 3.3232
H 0.0993 3.4312 5.3765
H 0.9886 3.4180 3.8895
C 3.9179 3.5338 -2.2500
C 5.2981 4.1644 -2.2200
C 6.1620 3.0509 -2.7981
O 5.2879 2.2739 -3.6594
C 3.9556 2.7457 -3.5520
H 3.1291 4.2866 -2.1840
H 3.7264 2.8318 -1.4341
H 5.6053 4.4212 -1.2092
H 5.3877 5.0237 -2.8849
H 6.5679 2.3587 -2.0552
H 6.9894 3.3814 -3.4274
H 3.2526 1.9074 -3.5049
H 3.6289 3.3210 -4.4295
C -2.7880 3.2471 -0.7421
C -3.2421 4.5586 -1.4215
C -4.6494 4.2186 -1.9151
O -5.1164 3.2091 -1.0535
C -4.0186 2.3313 -0.8704
H -2.6325 3.3582 0.3329
H -1.8505 2.8947 -1.1683
H -2.5657 4.8068 -2.2422
H -3.2142 5.4053 -0.7372
H -4.6094 3.8577 -2.9562
H -5.3346 5.0647 -1.9294
H -3.9759 1.6379 -1.7265
H -4.1760 1.7018 0.0031
C -0.5796 3.7820 -4.6303
C -1.7963 2.8809 -4.5822
C -1.2182 1.5941 -3.9945
O 0.0039 1.9646 -3.3089
C 0.1378 3.3598 -3.3575
H -0.7815 4.8556 -4.6469
H 0.0466 3.5870 -5.5028
H -2.2623 2.6846 -5.5516
H -2.6257 3.2560 -3.9801
H -0.9227 0.8575 -4.7446
H -1.8748 1.1047 -3.2710
H 1.1669 3.7314 -3.3613
H -0.2896 3.8656 -2.4746
C 3.7645 4.0749 3.0763
C 2.7871 4.9719 2.3190
C 3.5438 5.2242 0.9934
O 4.6792 4.3902 0.9838
C 4.4990 3.3690 1.9434
H 3.3056 3.3996 3.7982
H 4.5043 4.6669 3.6214
H 2.6073 5.8904 2.8730
H 1.8523 4.4492 2.1210
H 3.8467 6.2664 0.8696
H 2.8874 5.0185 0.1364
H 5.4413 2.9019 2.2263
H 3.8924 2.5326 1.5560
C 3.6483 -1.9987 -2.1729
C 2.2612 -1.5674 -1.7099
C 1.7986 -0.5791 -2.7999
O 2.6623 -0.8330 -3.9041
C 3.9529 -1.0529 -3.3436
H 3.6208 -3.0130 -2.5716
H 4.4321 -1.9349 -1.4181
H 2.2239 -1.0896 -0.7295
H 1.5907 -2.4279 -1.6827
H 1.8780 0.4685 -2.4845
H 0.7541 -0.7076 -3.0745
H 4.3937 -0.0968 -3.0377
H 4.6053 -1.5064 -4.0869
C -4.7749 -5.5284 2.4504
C -3.8011 -6.0985 3.4810
C -2.4593 -5.7095 2.8331
O -2.6979 -4.6703 1.9000
C -4.0556 -4.2653 2.0196
H -5.7946 -5.3549 2.7996
H -4.8907 -6.1779 1.5781
H -3.9136 -7.1772 3.5436
H -3.9491 -5.5861 4.4294
H -2.0172 -6.5782 2.3290
H -1.6964 -5.4407 3.5737
H -4.4079 -3.8399 1.0788
H -4.1506 -3.4660 2.7659
C -5.7437 -1.1329 3.9475
C -4.8366 -0.5385 2.8737
C -3.6508 0.0382 3.6531
O -3.7963 -0.4329 5.0077
C -4.7177 -1.5065 5.0088
H -6.3854 -1.9468 3.6044
H -6.4262 -0.3576 4.3043
H -5.3896 0.1878 2.2753
H -4.4892 -1.2818 2.1554
H -3.6406 1.1245 3.7123
H -2.7192 -0.3396 3.2305
H -5.1519 -1.6129 6.0013
H -4.1941 -2.4279 4.7155

Output
E_LUMO   0.355 eV
Calculated total energy   -4088.47030 Ha
SMILES   CCOS(C)(=O)=O.CCOS(C)(=O)=O.CCOS(C)(=O)=O.C1CCOC1.C1CCOC1.C1CCOC1.C1CCOC1.C1CCOC1.C1CCOC1.C1CCOC1.C1CCOC1
Highest occupied orbital energy   -9.433 eV
Total charge   0
HOMO-LUMO gap   9.8 eV
Strongest force on any atom   1.6 eV/A
Energy relative to the best compared isomer or geometry (same formula, charge and spin)   0.0 kJ/mol


No. 2
Computed, not measured: a cluster of 6 separate species, C41H91FNO22P5S in total, with ωB97M-V/def2-TZVPD.

Positions of all 162 atoms, in Å:
C 0.0648 -4.3988 5.9120
C 1.4067 -3.6524 6.0506
C 1.3790 -2.3669 5.2117
C 2.6187 -4.5415 5.6730
N 3.3065 -4.8866 6.9400
C 4.5101 -4.0680 7.2245
C 4.2199 -3.1341 8.3980
C 3.7681 -1.8355 8.1830
C 3.4811 -1.0198 9.2754
C 3.6565 -1.5371 10.5442
C 4.1085 -2.8235 10.7609
C 4.3997 -3.6353 9.6748
S 3.6119 -6.4790 7.1337
O 4.5843 -6.9979 6.2358
O 3.8353 -6.7199 8.5161
F 2.2030 -7.0525 6.7965
H -0.6474 -3.9796 6.6248
H 0.1968 -5.4486 6.1748
H -0.3305 -4.2835 4.9030
H 1.5258 -3.4123 7.1076
H 1.0046 -2.6195 4.2176
H 0.6604 -1.6663 5.6410
H 2.3737 -1.9247 5.1727
H 3.2487 -3.9540 5.0045
H 2.2828 -5.4134 5.1162
H 4.7541 -3.4231 6.3801
H 5.3816 -4.6773 7.4572
H 3.6381 -1.5046 7.1594
H 3.1155 -0.0131 9.1237
H 3.4204 -0.9148 11.3993
H 4.2379 -3.2248 11.7569
H 4.7407 -4.6478 9.8430
C -0.9367 -1.1590 8.9267
C -1.5966 0.2052 8.9979
O -2.8162 0.2600 8.2508
P -4.1006 -0.5378 8.7877
O -4.5415 0.0269 10.0716
O -5.1933 -0.0452 7.7022
C -6.3569 0.6797 8.0986
C -6.1142 2.1760 8.0926
O -3.8601 -1.9404 8.0432
C -4.2549 -3.1652 8.7013
C -5.7308 -3.1848 9.0451
H -1.5269 -1.8950 9.4787
H 0.0660 -1.1585 9.3563
H -0.8618 -1.4932 7.8912
H -1.7873 0.4877 10.0368
H -0.9412 0.9608 8.5671
H -6.7069 0.3417 9.0739
H -7.1370 0.4286 7.3780
H -5.1766 2.4281 8.5870
H -6.9285 2.6998 8.5950
H -6.0467 2.5479 7.0691
H -3.6495 -3.3047 9.6008
H -4.0129 -3.9742 8.0150
H -5.9771 -2.4138 9.7801
H -6.0089 -4.1505 9.4670
H -6.3346 -2.9962 8.1575
C 3.1841 1.8608 -0.1050
C 2.7019 1.3366 1.2361
O 1.2880 1.4697 1.4060
P 0.3054 0.5317 0.5469
O 0.4998 -0.8744 0.9351
O -1.1121 0.9656 1.1950
C -1.9379 0.0128 1.8619
C -1.6150 -0.0676 3.3398
O 0.1154 1.4681 -0.7359
C -0.0416 0.8539 -2.0382
C -1.2288 -0.0848 -2.0933
H 2.8486 1.2205 -0.9242
H 4.2739 1.8911 -0.1320
H 2.7950 2.8612 -0.2912
H 2.9896 0.2893 1.3670
H 3.1595 1.9081 2.0425
H -1.8557 -0.9652 1.3877
H -2.9689 0.3432 1.7247
H -0.5404 -0.1280 3.5135
H -2.0928 -0.9400 3.7893
H -1.9685 0.8226 3.8622
H 0.8780 0.3251 -2.3021
H -0.1721 1.6621 -2.7532
H -1.0932 -0.9413 -1.4269
H -1.3652 -0.4671 -3.1046
H -2.1353 0.4339 -1.7804
C 3.9861 5.3194 -7.3279
C 3.4678 5.1457 -5.9125
O 2.0464 5.3154 -5.8141
P 1.0846 4.1982 -6.4448
O 1.2613 2.9222 -5.7361
O -0.3318 4.7901 -5.9274
C -1.1605 4.0225 -5.0575
C -0.8343 4.2861 -3.6016
O 0.9128 4.7920 -7.9224
C 0.7751 3.8750 -9.0332
C -0.4104 2.9455 -8.8689
H 3.6677 4.4929 -7.9696
H 5.0760 5.3408 -7.3323
H 3.6075 6.2423 -7.7672
H 3.7474 4.1640 -5.5213
H 3.9073 5.8986 -5.2601
H -1.0808 2.9598 -5.2903
H -2.1912 4.3133 -5.2666
H 0.2394 4.2647 -3.4144
H -1.3170 3.5416 -2.9666
H -1.1858 5.2732 -3.2983
H 1.6994 3.3014 -9.1463
H 0.6582 4.4879 -9.9246
H -0.2777 2.2822 -8.0097
H -0.5305 2.3238 -9.7559
H -1.3255 3.5146 -8.7055
C 6.4248 2.5530 -11.6772
C 5.4584 2.9996 -10.5953
O 4.9706 1.9115 -9.8040
P 5.9708 1.1783 -8.7789
O 6.3846 2.1263 -7.7327
O 4.9302 0.1714 -8.0667
C 4.6757 0.2480 -6.6611
C 3.5344 1.1975 -6.3680
O 6.5493 0.0432 -9.7546
C 7.9211 -0.3861 -9.5988
C 8.2026 -0.9204 -8.2088
H 7.3697 2.2125 -11.2471
H 6.6462 3.3787 -12.3538
H 6.0076 1.7251 -12.2495
H 5.9252 3.7447 -9.9446
H 4.5825 3.4607 -11.0502
H 5.5781 0.5346 -6.1207
H 4.4199 -0.7613 -6.3344
H 3.6584 2.1256 -6.9259
H 3.4735 1.4338 -5.3063
H 2.5793 0.7715 -6.6718
H 8.5903 0.4462 -9.8327
H 8.0875 -1.1598 -10.3452
H 8.0966 -0.1368 -7.4536
H 9.2200 -1.3066 -8.1499
H 7.5036 -1.7169 -7.9546
C -7.4244 -3.2813 -4.5427
C -6.3459 -2.3017 -4.9699
O -6.5736 -0.9782 -4.4799
P -6.3919 -0.6790 -2.9069
O -4.9642 -0.8559 -2.5884
O -6.5852 0.9256 -2.9221
C -5.5483 1.7554 -2.3893
C -4.4385 2.0744 -3.3632
O -7.8985 -0.9735 -2.4362
C -8.1284 -1.5500 -1.1300
C -7.5561 -0.6959 -0.0166
H -7.3741 -3.4818 -3.4695
H -7.3037 -4.2314 -5.0637
H -8.4152 -2.8814 -4.7556
H -5.3604 -2.6477 -4.6454
H -6.3272 -2.2238 -6.0560
H -5.1144 1.2910 -1.5028
H -6.0492 2.6657 -2.0579
H -4.1051 1.1759 -3.8812
H -3.6008 2.5057 -2.8123
H -4.7552 2.7818 -4.1318
H -7.7041 -2.5569 -1.0984
H -9.2067 -1.6456 -1.0216
H -6.4652 -0.6404 -0.0796
H -7.8134 -1.1165 0.9553
H -7.9397 0.3223 -0.0772

Output
E_LUMO   0.555 eV
Calculated total energy   -5532.05615 Ha
SMILES   CC(C)CN(Cc1ccccc1)S(=O)(=O)F.CCOP(=O)(OCC)OCC.CCOP(=O)(OCC)OCC.CCOP(=O)(OCC)OCC.CCOP(=O)(OCC)OCC.CCOP(=O)(OCC)OCC
Highest occupied orbital energy   -9.476 eV
Total charge   0
HOMO-LUMO gap   10.0 eV
Strongest force on any atom   5.6 eV/A


No. 3
Computed, not measured: a cluster of 5 separate species, C41H91O6 in total, with ωB97M-V/def2-TZVPD.

Positions of all 138 atoms, in Å:
C -2.7337 -4.8935 -7.2171
C -2.0399 -4.3058 -5.9905
C -2.7816 -4.6396 -4.7003
C -2.1538 -4.0226 -3.4487
C -1.0135 -4.8757 -2.8929
C -0.1756 -4.2131 -1.7870
C -0.9192 -3.2169 -0.8985
C -0.0894 -2.7889 0.3121
C -0.9088 -2.0979 1.4188
C -0.4009 -0.6997 1.8391
C 0.4565 -0.7067 3.1008
C 1.5451 0.3690 3.0506
C 1.1797 1.7680 2.4786
C 1.9282 2.9394 3.1405
C 3.2053 3.3426 2.3990
C 2.9112 4.0194 1.0624
C 4.1077 4.0167 0.1159
C 3.7326 4.4393 -1.3035
C 2.7409 3.4695 -1.9734
C 1.3856 4.0808 -2.3511
C 0.7938 3.4904 -3.6272
C -0.4850 4.1798 -4.0973
C -1.5537 4.2604 -3.0171
O -2.7956 4.7006 -3.5478
C -3.6508 3.6407 -3.9031
C -0.4044 -0.5702 4.3665
C -0.7851 0.8271 4.9214
C -1.9920 1.5003 4.2569
C -3.3199 0.8913 4.6688
O -3.7913 1.5412 5.8502
C -5.1029 1.1957 6.2160
H -3.7833 -4.5886 -7.2059
H -2.2732 -4.5473 -8.1424
H -2.7039 -5.9832 -7.1711
H -1.9749 -3.2174 -6.0821
H -1.0205 -4.6984 -5.9272
H -3.8172 -4.2933 -4.7965
H -2.8097 -5.7297 -4.5763
H -2.9210 -3.8946 -2.6849
H -1.7700 -3.0280 -3.6986
H -0.3573 -5.1463 -3.7268
H -1.4312 -5.8134 -2.5101
H 0.2205 -4.9927 -1.1292
H 0.6811 -3.7029 -2.2399
H -1.8578 -3.6627 -0.5475
H -1.1649 -2.3225 -1.4807
H 0.6996 -2.1131 -0.0376
H 0.4276 -3.6556 0.7256
H -1.9582 -2.0478 1.0908
H -0.8662 -2.7218 2.3156
H -1.3068 -0.0592 1.9273
H 0.1983 -0.3040 1.0060
H 2.3793 -0.0190 2.4454
H 1.9462 0.4943 4.0640
H 0.1045 1.9398 2.5589
H 1.4265 1.7737 1.4109
H 2.1738 2.6629 4.1714
H 1.2789 3.8224 3.1971
H 3.8250 2.4541 2.2304
H 3.7783 4.0414 3.0188
H 2.0575 3.5269 0.5919
H 2.6108 5.0578 1.2501
H 4.8759 4.6826 0.5218
H 4.5275 3.0056 0.0797
H 4.6421 4.4994 -1.9083
H 3.3126 5.4520 -1.2747
H 3.1952 3.0224 -2.8622
H 2.5528 2.6466 -1.2780
H 1.4877 5.1664 -2.4752
H 0.6920 3.9210 -1.5198
H 1.5462 3.5874 -4.4167
H 0.6022 2.4224 -3.4803
H -0.9052 3.6293 -4.9441
H -0.2505 5.1911 -4.4428
H -1.2726 4.9688 -2.2359
H -1.6735 3.2797 -2.5379
H -3.1436 2.9010 -4.5347
H -4.4826 4.0658 -4.4641
H -4.0370 3.1287 -3.0134
H -1.3422 -1.1252 4.1979
H 0.0796 -1.0974 5.2026
H 0.0694 1.5079 4.8794
H -1.0324 0.7346 5.9903
H -1.9077 1.4784 3.1699
H -2.0317 2.5567 4.5473
H -3.1962 -0.1808 4.8720
H -4.0726 1.0077 3.8779
H -5.1064 0.5927 7.1323
H -5.6841 2.1066 6.3925
H -5.6043 0.6180 5.4314
C 1.8929 -7.0138 2.2759
C 2.6320 -5.8194 1.6872
C 4.1098 -5.8355 2.0536
O 2.0247 -4.6018 2.0740
H 1.9468 -6.9856 3.3681
H 0.8414 -6.9851 1.9898
H 2.3243 -7.9583 1.9371
H 2.5330 -5.8397 0.5982
H 4.2263 -5.7739 3.1395
H 4.6165 -4.9778 1.6119
H 4.5972 -6.7503 1.7092
H 2.0758 -4.4964 3.0322
C -6.5434 -6.6355 -5.2186
C -6.4466 -6.3995 -6.7170
C -7.8020 -6.4906 -7.4002
O -5.5280 -7.3173 -7.3107
H -6.9334 -7.6385 -5.0200
H -5.5591 -6.5555 -4.7577
H -7.2090 -5.9124 -4.7450
H -6.0130 -5.4141 -6.8962
H -8.2247 -7.4904 -7.2638
H -7.7029 -6.3077 -8.4701
H -8.5043 -5.7662 -6.9851
H -5.8747 -8.2062 -7.1680
C 2.4464 9.9730 1.2206
C 2.1871 8.5315 0.8098
C 1.6995 8.4235 -0.6267
O 1.2583 7.9206 1.7013
H 1.5209 10.5530 1.1574
H 2.8036 10.0163 2.2493
H 3.1873 10.4442 0.5724
H 3.1049 7.9500 0.9195
H 0.7548 8.9626 -0.7458
H 1.5284 7.3794 -0.8901
H 2.4234 8.8466 -1.3254
H 0.4241 8.3998 1.6307
C 6.3492 -0.2083 4.8915
C 5.0311 0.5129 5.1349
C 5.0923 1.4062 6.3657
O 3.9566 -0.4050 5.2246
H 6.5847 -0.8577 5.7408
H 6.2781 -0.8296 3.9989
H 7.1726 0.4975 4.7648
H 4.7876 1.1235 4.2617
H 5.2909 0.8038 7.2580
H 4.1399 1.9171 6.5062
H 5.8827 2.1543 6.2770
H 4.0941 -0.9855 5.9823

Output
E_LUMO   2.098 eV
Calculated total energy   -2068.08030 Ha
Highest occupied orbital energy   -0.821 eV
Total charge   -1
HOMO-LUMO gap   2.9 eV
Strongest force on any atom   0.6 eV/A
Energy relative to the best compared isomer or geometry (same formula, charge and spin)   0.0 kJ/mol


Q: Which of these has the highest strongest force on any atom?
A: C41H91FNO22P5S


Q: Among the records above, which one has the lowest strongest force on any atom?
A: C41H91O6


Q: highest occupied orbital energy of number 3 (C41H91O6)?
A: -0.821 eV


Q: Among the records above, which one has the lowest HOMO-LUMO gap?
A: C41H91O6